{
  "formula": "C7H9NO4S",
  "method": "wB97M-V/def2-TZVPD",
  "gap_ev": [7.6, 7.6],
  "e_homo_ev": [-7.555, -7.555],
  "de_lowest_kj_mol": 257.9,
  "charge": 0,
  "symbols": ["C", "C", "C", "C", "C", "C", "C", "N", "O", "O", "O", "O", "S", "H", "H", "H", "H", "H", "H", "H", "H", "H"],
  "coordinates": [[3.8009, 0.8981, -0.7278], [3.8666, -0.5094, -0.5226], [2.6523, 1.2939, -0.2075], [2.7763, -0.9168, 0.1388], [-0.9927, -0.4911, -0.4119], [-3.0333, -0.7589, 0.7457], [-2.2880, 0.2404, -0.1683], [1.9725, 0.1470, 0.3541], [-0.7165, -1.3815, -1.0894], [0.1670, 1.4963, 1.5285], [2.1269, 2.5213, -0.0799], [2.4290, -2.0509, 0.8218], [0.5637, 0.0880, 1.2966], [4.5150, 1.4683, -1.2623], [4.6378, -1.1669, -0.7598], [-3.4039, -1.7340, 0.2103], [-3.7030, -0.0673, 1.1539], [-2.2283, -1.0123, 1.5916], [-2.0728, 1.1734, 0.3462], [-2.8042, 0.4908, -1.0332], [1.4875, 2.4818, 0.6797], [2.4734, -2.8198, 0.1252]],
  "forces_ev_per_angstrom": [[0.54, -0.92, -0.64], [0.04, -0.56, 0.01], [-2.08, 0.12, 1.45], [0.23, -0.62, 0.75], [0.60, 1.45, 1.79], [2.73, -1.47, 0.28], [1.90, -0.88, 1.28], [-0.25, 2.30, -0.40], [0.57, -1.09, -1.14], [0.05, 0.60, 0.34], [-0.73, 0.10, 0.61], [0.22, -2.61, -2.65], [-1.37, -0.70, -1.49], [0.38, 0.57, -0.18], [1.29, -0.74, -0.46], [0.54, 2.18, 1.16], [-1.96, -0.11, 1.08], [-2.05, 0.13, -1.58], [0.04, -0.07, 0.32], [-0.82, 0.09, -1.90], [0.34, 0.21, -0.79], [-0.20, 2.01, 2.18]],
  "nbo_charge": [-0.36, -0.34, 0.46, 0.40, 0.60, -0.60, -0.54, -0.63, -0.48, -0.99, -0.68, -0.69, 1.21, 0.23, 0.22, 0.24, 0.23, 0.21, 0.25, 0.24, 0.51, 0.50]
}